1.
The following is a DFT calculation (ωB97M-V/def2-TZVPD) of a 5-piece molecular cluster, C34H77N5O15 overall in a non-equilibrium geometry.

Values from the calculation:
Spin multiplicity   1
SMILES   CCCOC[C@@]1(N(C)C(C)=O)OC(=O)OC1(O)O.COCCNCCOC.COCCNCCOC.COCCNCCOC.COCCNCCOC

Positions of all 131 atoms, in Å:
C  -2.95  -0.48  3.49
C  -3.03  0.23  2.13
C  -3.55  -0.65  1.00
O  -4.98  -0.61  0.87
C  -5.62  -1.72  1.46
C  -7.04  -1.41  2.02
N  -7.37  -0.05  2.44
C  -6.33  0.59  3.25
C  -7.84  0.79  1.39
C  -8.95  1.75  1.80
O  -7.46  0.77  0.29
O  -7.95  -1.90  1.03
C  -8.50  -3.07  1.43
O  -9.39  -3.58  0.96
O  -7.76  -3.53  2.50
C  -7.47  -2.35  3.20
O  -6.52  -2.66  4.13
O  -8.70  -1.96  3.70
H  -3.65  -1.31  3.59
H  -3.19  0.23  4.28
H  -1.96  -0.86  3.68
H  -3.57  1.17  2.18
H  -2.03  0.50  1.84
H  -3.15  -1.66  1.04
H  -3.17  -0.21  0.08
H  -5.78  -2.47  0.69
H  -5.00  -2.20  2.21
H  -6.81  1.25  3.96
H  -5.64  1.20  2.67
H  -5.75  -0.13  3.82
H  -8.85  1.95  2.86
H  -8.83  2.65  1.20
H  -9.89  1.25  1.60
H  -6.48  -1.99  4.82
H  -8.59  -1.44  4.51
C  2.87  1.29  6.89
O  3.05  2.28  5.90
C  3.98  1.92  4.88
C  3.28  1.71  3.55
N  2.44  0.52  3.57
C  1.55  0.39  2.42
C  0.46  1.44  2.24
O  -0.54  1.41  3.25
C  -0.25  2.16  4.41
H  2.24  1.72  7.68
H  2.37  0.40  6.49
H  3.83  1.00  7.33
H  4.55  1.03  5.16
H  4.68  2.75  4.78
H  4.02  1.61  2.76
H  2.68  2.62  3.35
H  1.87  0.53  4.41
H  1.06  -0.59  2.51
H  2.16  0.36  1.51
H  -0.05  1.21  1.30
H  0.86  2.45  2.13
H  0.36  3.03  4.20
H  0.24  1.54  5.17
H  -1.20  2.49  4.83
C  4.55  5.20  3.79
O  5.72  4.55  3.31
C  5.86  4.61  1.89
C  7.05  5.48  1.51
N  6.78  6.88  1.79
C  7.95  7.75  1.67
C  9.11  7.52  2.65
O  8.80  7.83  3.99
C  8.20  6.78  4.73
H  4.47  4.99  4.85
H  4.61  6.28  3.65
H  3.66  4.82  3.28
H  4.95  4.95  1.41
H  6.06  3.59  1.55
H  7.25  5.36  0.44
H  7.92  5.11  2.06
H  6.42  6.96  2.73
H  7.60  8.77  1.81
H  8.34  7.68  0.65
H  9.90  8.22  2.36
H  9.54  6.52  2.57
H  8.54  5.80  4.40
H  7.11  6.83  4.68
H  8.48  6.91  5.78
C  2.24  -4.66  -1.98
O  1.39  -4.40  -3.08
C  0.43  -5.42  -3.33
C  -0.97  -4.93  -3.03
N  -1.18  -4.73  -1.60
C  -2.42  -4.03  -1.28
C  -2.56  -2.59  -1.75
O  -1.67  -1.68  -1.12
C  -0.40  -1.57  -1.73
H  3.01  -3.88  -1.96
H  1.70  -4.63  -1.03
H  2.73  -5.63  -2.09
H  0.66  -6.33  -2.76
H  0.50  -5.67  -4.39
H  -1.69  -5.67  -3.40
H  -1.12  -4.00  -3.60
H  -0.40  -4.19  -1.23
H  -2.50  -4.03  -0.19
H  -3.26  -4.62  -1.66
H  -3.57  -2.26  -1.47
H  -2.51  -2.49  -2.84
H  -0.44  -1.73  -2.81
H  0.32  -2.26  -1.28
H  -0.03  -0.56  -1.55
C  0.26  -4.21  -10.86
O  1.20  -4.32  -9.81
C  2.08  -3.20  -9.72
C  1.82  -2.42  -8.44
N  0.54  -1.73  -8.50
C  0.11  -1.15  -7.23
C  -0.19  -2.11  -6.08
O  -1.32  -2.94  -6.29
C  -1.06  -4.13  -7.00
H  -0.27  -5.16  -10.93
H  -0.47  -3.42  -10.66
H  0.75  -4.02  -11.82
H  2.01  -2.56  -10.60
H  3.10  -3.60  -9.68
H  2.62  -1.68  -8.30
H  1.86  -3.13  -7.61
H  -0.17  -2.38  -8.81
H  -0.80  -0.58  -7.43
H  0.87  -0.43  -6.90
H  -0.43  -1.50  -5.21
H  0.68  -2.72  -5.80
H  -0.06  -4.52  -6.82
H  -1.22  -3.99  -8.08
H  -1.78  -4.88  -6.67

2.
The following is a DFT calculation (ωB97M-V/def2-TZVPD) of a 5-piece molecular cluster, C34H79BrN2O18P5S2 overall in a non-equilibrium geometry.

Values from the calculation:
Energy above the lowest of the compared OMol25 structures with the same formula, charge and spin   0.0 kJ/mol
Spin multiplicity   1
Net charge   +1

Positions of all 141 atoms, in Å:
C  0.55  0.05  -0.80
C  -0.45  0.39  -1.92
C  0.27  0.20  -3.26
C  -1.65  -0.56  -1.73
C  -2.98  -0.19  -2.37
S  -2.96  -0.39  -4.23
C  -4.21  -1.05  -1.94
C  -4.12  -2.57  -2.12
C  -5.29  -0.27  -2.62
C  -6.58  -0.78  -3.21
O  -7.64  -0.63  -2.30
N  -8.02  0.83  -2.09
O  -8.63  1.22  -2.98
N  -4.94  0.97  -2.64
C  -3.59  1.20  -2.07
Br  -3.70  1.64  -0.21
P  -2.85  2.69  -3.05
S  -2.40  4.24  -2.03
H  0.15  0.36  0.17
H  0.79  -1.02  -0.80
H  1.47  0.62  -0.96
H  -0.70  1.44  -1.77
H  -0.31  0.56  -4.11
H  0.50  -0.85  -3.42
H  1.18  0.80  -3.25
H  -1.80  -0.77  -0.67
H  -1.36  -1.52  -2.18
H  -2.54  -1.66  -4.24
H  -4.37  -0.90  -0.86
H  -4.78  -2.95  -2.89
H  -4.35  -3.07  -1.18
H  -3.10  -2.88  -2.37
H  -6.76  -0.24  -4.15
H  -6.48  -1.83  -3.48
H  -5.50  1.73  -3.02
H  -1.77  2.08  -3.71
H  -3.82  2.91  -4.05
O  0.31  -1.64  5.07
P  -0.12  -0.27  4.83
O  -0.50  0.00  3.30
C  -1.56  -0.73  2.69
C  -2.94  -0.29  3.15
O  1.16  0.69  4.91
C  2.44  0.20  5.33
C  3.29  -0.21  4.15
O  -1.15  0.67  5.58
C  -1.34  0.55  7.01
C  -0.13  1.01  7.80
H  -1.42  -1.80  2.87
H  -1.46  -0.55  1.62
H  -3.12  -0.53  4.20
H  -3.71  -0.78  2.55
H  -3.05  0.80  3.04
H  2.32  -0.63  6.03
H  2.92  1.01  5.87
H  2.72  -0.83  3.45
H  4.16  -0.78  4.48
H  3.64  0.67  3.60
H  -1.59  -0.48  7.26
H  -2.20  1.16  7.25
H  0.70  0.31  7.72
H  -0.40  1.09  8.86
H  0.21  1.99  7.45
O  -1.98  2.32  11.68
P  -3.29  2.76  12.16
O  -4.41  1.63  12.10
C  -4.25  0.42  12.87
C  -4.48  0.64  14.35
O  -3.91  3.75  11.04
C  -3.14  4.16  9.92
C  -3.37  3.25  8.73
O  -3.72  3.58  13.44
C  -2.83  4.56  14.02
C  -2.64  5.77  13.13
H  -3.27  0.00  12.68
H  -4.99  -0.27  12.48
H  -3.69  1.26  14.79
H  -4.48  -0.32  14.87
H  -5.43  1.14  14.53
H  -2.08  4.19  10.18
H  -3.44  5.18  9.68
H  -3.32  2.20  9.03
H  -2.62  3.43  7.96
H  -4.36  3.41  8.30
H  -1.87  4.09  14.24
H  -3.28  4.85  14.96
H  -2.04  5.54  12.25
H  -2.13  6.56  13.69
H  -3.60  6.15  12.78
O  2.96  -5.64  -5.88
P  3.19  -4.77  -4.73
O  2.39  -3.38  -4.84
C  0.96  -3.38  -4.92
C  0.30  -3.71  -3.59
O  4.67  -4.18  -4.81
C  5.61  -4.64  -5.80
C  5.58  -3.74  -7.02
O  3.13  -5.03  -3.17
C  3.52  -6.32  -2.64
C  5.00  -6.59  -2.79
H  0.64  -4.08  -5.70
H  0.69  -2.38  -5.23
H  0.48  -4.75  -3.30
H  -0.78  -3.57  -3.67
H  0.69  -3.07  -2.80
H  5.41  -5.67  -6.07
H  6.59  -4.61  -5.33
H  4.56  -3.54  -7.34
H  6.13  -4.19  -7.85
H  6.04  -2.78  -6.79
H  2.94  -7.11  -3.13
H  3.24  -6.31  -1.59
H  5.28  -6.78  -3.83
H  5.28  -7.47  -2.21
H  5.59  -5.74  -2.44
O  5.58  0.18  -9.21
P  4.56  1.25  -9.04
O  3.19  0.34  -9.07
C  2.88  -0.50  -7.96
C  2.43  0.28  -6.74
O  4.51  1.92  -10.52
C  5.60  1.78  -11.44
C  5.38  0.62  -12.39
O  3.71  2.46  -8.40
C  4.35  3.66  -7.89
C  4.97  4.51  -8.97
H  3.74  -1.12  -7.71
H  2.08  -1.16  -8.29
H  3.24  0.88  -6.32
H  2.08  -0.41  -5.97
H  1.62  0.96  -7.00
H  6.54  1.68  -10.91
H  5.64  2.72  -12.00
H  5.07  -0.27  -11.84
H  6.29  0.40  -12.94
H  4.59  0.86  -13.10
H  5.09  3.38  -7.14
H  3.56  4.21  -7.38
H  5.87  4.05  -9.38
H  5.26  5.48  -8.56
H  4.27  4.67  -9.79

Number 1: calculated total energy -74662.667 eV. Number 2: calculated total energy -214529.962 eV.